1.
Here is C46H38F6IrN2O5P2 as an isolated structure from the OMol25 dataset. Energies are from the ωB97M-V functional and the def2-TZVPD basis.

Each line ends with the Löwdin charge.
CARTESIAN COORDINATES (ANGSTROEM)
O (1.18, -0.49, -0.98)  -0.43
C (-0.47, 0.20, 4.67)  0.03
H (-3.38, 2.63, 5.97)  0.13
H (-6.16, -2.47, 0.27)  0.12
H (-3.91, -2.14, -0.67)  0.10
C (-5.50, -1.74, 0.71)  -0.05
F (1.66, -3.31, 3.41)  0.14
H (1.95, -5.04, -5.39)  0.12
P (0.17, -0.86, -2.05)  0.78
C (1.95, -2.16, -3.62)  -0.07
H (-1.98, 0.66, 6.07)  0.13
F (1.96, -4.87, -1.02)  0.17
C (4.66, -1.12, 0.08)  0.00
C (-3.82, 0.17, 1.85)  -0.05
C (4.70, 2.93, -0.91)  -0.01
H (-5.42, 0.54, 3.22)  0.12
H (2.58, -1.31, -3.39)  0.11
H (-1.36, -2.33, -0.97)  0.07
C (-1.25, 2.54, 3.30)  -0.12
C (-1.09, 1.54, -5.07)  -0.05
N (1.51, 1.28, 1.09)  0.07
C (3.24, -4.87, 1.50)  0.04
C (-2.90, 2.96, 5.06)  -0.01
C (-2.37, 1.80, -1.16)  -0.05
C (-1.48, 0.95, 5.15)  0.01
C (-0.25, 1.65, 2.77)  -0.06
H (4.51, -2.04, 0.64)  0.08
H (5.63, -0.70, 0.30)  0.11
H (1.36, 3.53, -3.83)  0.11
H (-1.17, -3.39, -2.98)  0.11
H (3.40, -3.11, -4.86)  0.12
C (-2.31, 3.06, -1.72)  -0.02
C (-0.17, -3.31, -3.39)  -0.08
C (-1.42, -1.29, -1.28)  -0.28
C (0.79, 1.63, -3.02)  -0.07
H (-1.12, 4.18, 1.87)  0.08
H (-0.12, -0.70, 5.16)  0.13
C (-0.55, 2.30, 0.30)  -0.14
C (0.66, -2.23, -3.08)  -0.29
O (-0.76, -0.80, 1.35)  -0.42
C (-3.39, -0.59, 0.75)  -0.28
H (-1.81, 1.51, -5.88)  0.12
H (0.24, 4.29, 0.09)  0.11
F (-0.15, -3.63, 2.29)  0.14
H (-6.91, -1.16, 2.21)  0.12
H (0.73, 3.03, 1.68)  0.14
H (-3.02, 3.36, -2.49)  0.13
C (0.30, -4.32, -4.22)  -0.05
H (5.39, 0.92, -1.11)  0.12
H (5.49, 3.33, -1.54)  0.13
C (2.41, -3.17, -4.44)  -0.05
F (0.08, -4.11, -0.29)  0.13
C (-3.25, 4.15, 4.49)  -0.05
C (-0.25, 2.64, -4.94)  -0.05
P (-1.71, -0.36, 0.26)  0.80
F (0.80, -6.04, 0.38)  0.19
C (-1.61, 3.79, 2.75)  -0.02
C (-0.99, 0.48, -4.18)  -0.07
C (-1.49, 1.38, -0.16)  -0.19
C (-2.58, 4.57, 3.33)  -0.05
H (-4.02, 4.77, 4.93)  0.12
H (-3.14, 1.11, -1.50)  0.12
H (-0.33, -5.16, -4.46)  0.12
H (-3.16, 0.91, 2.30)  0.10
H (-2.82, 5.53, 2.89)  0.12
H (3.05, -5.90, 1.78)  0.11
N (0.39, 2.09, 1.47)  0.05
C (1.94, -4.13, 1.22)  -0.41
O (2.22, -2.82, 0.79)  -0.31
H (4.52, -1.31, -0.98)  0.11
C (-0.06, 0.53, -3.15)  -0.29
C (-5.92, -0.99, 1.80)  -0.04
C (-4.23, -1.54, 0.18)  -0.06
C (0.70, 2.68, -3.92)  -0.06
F (0.96, -5.32, 3.05)  0.20
C (-0.47, 3.56, -0.27)  -0.04
Ir (1.38, -1.11, 1.22)  1.72
H (1.52, 1.65, -2.22)  0.10
C (1.59, -4.25, -4.74)  -0.04
H (-1.25, 4.93, -1.71)  0.13
O (1.20, -0.25, 3.09)  -0.21
H (3.77, -4.37, 2.31)  0.11
C (2.57, 1.90, 0.59)  -0.17
C (-5.08, -0.04, 2.37)  -0.04
C (4.64, 1.57, -0.69)  0.02
C (3.64, 1.05, 0.12)  -0.20
C (3.79, 3.81, -0.29)  -0.04
H (-1.63, -0.39, -4.31)  0.12
H (3.86, -4.85, 0.61)  0.10
H (-0.32, 3.46, -5.64)  0.12
C (-1.89, 2.15, 4.50)  -0.17
H (3.92, 4.88, -0.38)  0.13
H (-2.24, -1.17, -1.98)  0.08
C (0.20, 0.54, 3.45)  -0.34
O (3.62, -0.22, 0.55)  -0.15
C (1.19, -4.81, 0.06)  -0.56
H (2.11, 4.01, 0.96)  0.11
C (1.08, -4.12, 2.51)  -0.59
C (2.76, 3.31, 0.45)  0.00
C (-1.34, 3.94, -1.29)  -0.02

Values from the calculation:
- Kohn-Sham gap (alpha / beta): 7.85 / 5.51 eV
- Spin multiplicity: 6
- E_LUMO (alpha / beta): -0.1843 / -0.2723 Eh
- Energy above the lowest of the compared OMol25 structures with the same formula, charge and spin: 1.690 eV
- Charge: +2
- HOMO level (alpha / beta): -12.864 / -12.925 eV
- Expectation value of S²: 8.79
- Total energy: -3647.10011 a.u.

2.
Here is C46H39As2BrN3O3Pd as an isolated structure from the OMol25 dataset. Energies are from the ωB97M-V functional and the def2-TZVPD basis.

Each line ends with the Löwdin charge.
CARTESIAN COORDINATES (ANGSTROEM)
C (0.33, 0.47, 6.24)  -0.07
C (0.76, -4.46, -0.33)  -0.09
H (-0.51, -6.17, -0.17)  0.13
H (2.06, 3.33, -1.37)  0.06
O (-1.40, -1.21, 2.18)  -0.05
H (-1.14, 0.08, -2.10)  0.05
C (-0.78, 0.80, -2.84)  -0.16
C (3.91, -2.31, 2.46)  -0.06
C (-1.64, 6.34, -0.54)  -0.07
C (0.10, 2.57, -4.77)  -0.06
H (1.72, -2.55, -0.50)  0.07
C (-0.47, -0.61, 2.72)  -0.63
C (-3.88, 0.06, 0.12)  -0.12
C (1.99, -5.34, -0.41)  -0.49
H (-4.97, -1.24, 2.12)  0.13
C (0.79, -3.08, -0.38)  -0.08
C (-0.21, -0.68, 4.19)  -0.18
C (-3.34, 4.94, 0.41)  -0.07
C (0.26, -0.73, 6.93)  -0.07
C (4.31, 1.28, -3.90)  -0.07
C (-0.81, 5.24, -0.69)  -0.11
H (-1.23, -0.52, -4.46)  0.11
H (-3.54, 7.06, 0.13)  0.11
C (2.55, 2.02, 0.31)  -0.41
H (1.61, -1.28, -2.86)  0.10
O (0.36, 0.14, 2.05)  -0.20
O (1.87, -6.54, -0.51)  0.07
H (-7.39, -1.65, 2.47)  0.11
C (3.45, -0.91, 0.56)  -0.37
H (-2.34, -2.28, -0.04)  0.09
H (0.18, 5.37, -1.11)  0.10
H (-0.04, -2.85, 6.78)  0.10
H (0.55, 1.39, 6.77)  0.11
H (2.27, 1.92, 1.37)  0.07
C (-7.05, -1.10, 1.60)  -0.06
H (-5.85, 0.85, -1.52)  0.12
C (-0.84, 0.44, -4.18)  -0.08
H (5.85, -3.22, 2.51)  0.11
H (-9.02, -0.79, 0.83)  0.11
C (-0.47, -5.08, -0.20)  0.03
H (-4.33, 4.83, 0.85)  0.11
H (6.57, -2.23, 0.37)  0.11
C (3.86, 1.25, -2.58)  -0.11
C (0.11, 0.49, 4.88)  -0.02
H (-2.59, -4.74, 0.00)  0.12
C (-5.28, -0.18, 0.28)  -0.22
C (-2.52, 3.83, 0.26)  -0.11
C (-5.69, -0.88, 1.41)  -0.02
C (-0.27, 2.04, -2.45)  -0.38
N (-0.30, -2.32, -0.29)  -0.01
C (-0.01, -1.91, 6.26)  -0.12
H (4.15, 0.40, -5.85)  0.11
N (-2.75, 0.26, 0.05)  0.17
H (-2.87, 2.86, 0.59)  0.08
H (4.27, 1.95, -1.87)  0.10
As (2.24, 0.25, -0.39)  1.27
H (0.56, 3.90, -3.16)  0.10
H (1.67, 3.99, 0.22)  0.08
C (2.38, -0.57, -3.14)  -0.11
H (3.62, 2.26, 0.28)  0.08
H (0.44, 3.27, -5.53)  0.11
H (-1.29, 7.32, -0.84)  0.11
C (-6.19, 0.31, -0.65)  -0.02
C (3.80, 0.38, -4.82)  -0.07
Pd (-0.22, -0.09, 0.02)  0.65
C (2.84, -0.54, -4.45)  -0.07
C (-1.61, -4.30, -0.11)  -0.02
C (0.16, 2.93, -3.43)  -0.10
As (-0.16, 2.42, -0.55)  1.28
H (2.43, -1.24, -5.17)  0.11
H (2.06, -1.27, 2.16)  0.08
C (-1.48, -2.92, -0.15)  -0.12
C (-0.25, -1.88, 4.89)  -0.60
C (5.18, -2.58, 1.96)  -0.07
H (3.32, -3.74, -0.21)  0.07
C (4.72, -1.19, 0.05)  -0.10
C (2.90, 0.32, -2.20)  -0.38
C (1.69, 3.08, -0.38)  -0.39
H (4.01, -5.30, -0.42)  0.12
C (-2.90, 6.19, 0.01)  -0.07
H (-8.26, 0.45, -1.16)  0.11
N (3.20, -4.72, -0.36)  0.20
Br (-0.53, -3.54, 4.01)  0.79
C (-0.40, 1.33, -5.15)  -0.07
H (0.17, 1.41, 4.32)  0.12
C (3.04, -1.48, 1.76)  -0.10
C (-1.26, 3.98, -0.30)  -0.38
C (5.58, -2.02, 0.76)  -0.08
H (5.04, -0.76, -0.89)  0.10
H (-0.45, 1.07, -6.19)  0.11
H (3.59, -2.76, 3.40)  0.11
C (-7.97, -0.62, 0.67)  -0.06
H (5.06, 2.00, -4.19)  0.11
H (0.44, -0.76, 8.00)  0.11
C (-7.54, 0.08, -0.45)  -0.06

Values from the calculation:
- Kohn-Sham gap (alpha / beta): 8.17 / 7.37 eV
- Spin multiplicity: 3
- E_LUMO (alpha / beta): -0.0719 / -0.1292 Eh
- Charge: +1
- HOMO level (alpha / beta): -10.123 / -10.882 eV
- Expectation value of S²: 2.01
- Total energy: -9339.56764 a.u.

3.
Here is C46H39BCl2N12O5Tl as an isolated structure from the OMol25 dataset. Energies are from the ωB97M-V functional and the def2-TZVPD basis.

Each line ends with the Löwdin charge.
CARTESIAN COORDINATES (ANGSTROEM)
H (3.22, 4.66, -5.66)  0.07
H (4.17, 5.97, -4.98)  0.08
C (-3.51, 1.55, 0.33)  -0.31
C (-7.16, -2.19, -2.15)  -0.09
C (-4.18, -0.51, -0.49)  -0.31
C (0.37, -0.86, 3.27)  -0.28
N (-2.40, 0.64, -2.44)  -0.05
H (2.63, 5.53, -4.25)  0.09
H (4.45, -4.18, 3.50)  0.08
H (2.02, -3.73, -2.96)  0.05
H (1.37, 0.70, -5.04)  0.12
H (5.16, 3.03, -5.41)  0.07
O (-0.45, -3.99, -2.77)  0.01
C (0.16, -6.66, 3.03)  -0.09
C (1.78, 1.27, -4.23)  0.03
C (2.15, -0.35, 5.10)  -0.03
C (3.54, -3.59, 3.38)  -0.09
H (-1.67, 0.20, -3.01)  0.07
B (0.45, 0.40, -1.04)  -0.60
H (5.27, 4.28, -1.89)  0.08
H (-5.08, -4.76, -1.32)  0.11
N (-3.15, -1.28, -0.07)  0.10
N (-2.80, -3.65, 0.15)  0.23
C (-1.21, -4.81, 1.54)  -0.09
H (-2.03, -6.45, 0.44)  0.12
C (-3.62, 5.60, 1.34)  -0.10
Tl (-1.02, -0.64, 0.30)  1.05
H (-3.59, 6.64, 1.64)  0.09
H (-0.79, -8.13, 1.79)  0.10
H (-5.43, 5.86, 0.23)  0.09
Cl (2.13, -4.73, -0.85)  0.60
N (-2.35, 1.19, 0.93)  0.10
C (5.45, 3.54, -4.50)  -0.05
C (-0.34, -4.39, 2.56)  -0.08
H (4.41, -1.70, 3.27)  0.12
H (3.25, 3.37, -1.28)  0.12
C (-1.78, -3.60, 0.96)  -0.27
C (-5.46, -3.75, -1.43)  -0.01
H (3.02, 2.44, -5.47)  0.10
N (-1.19, -2.52, 1.53)  0.10
N (-4.35, 0.78, -0.32)  0.19
C (-1.38, -6.15, 1.24)  0.00
H (-1.83, 5.08, 2.41)  0.11
H (-8.12, -2.02, -2.61)  0.09
H (-3.02, 2.49, -2.06)  0.04
C (2.99, -1.78, 1.81)  -0.64
C (-6.42, -1.10, -1.70)  -0.02
H (-7.29, -4.31, -2.38)  0.10
C (1.95, 1.80, -1.88)  -0.19
H (2.84, -4.13, 2.74)  0.07
C (2.53, 2.02, 5.39)  -0.10
C (3.26, 3.04, -3.42)  -0.18
H (5.43, 5.71, -2.89)  0.08
C (-6.69, -3.49, -2.02)  -0.09
C (-0.13, 1.24, 2.79)  -0.28
C (1.20, -0.04, 4.14)  -0.11
C (-0.36, -2.93, 2.51)  -0.27
C (-3.75, 2.97, 0.56)  -0.12
H (5.93, 2.82, -3.85)  0.09
C (1.39, 1.06, -2.93)  -0.22
Cl (2.56, -1.95, -1.56)  0.70
H (3.57, 0.48, 6.46)  0.09
H (6.17, 4.31, -4.76)  0.08
C (-4.67, 5.15, 0.54)  -0.10
C (2.87, 2.80, -2.11)  0.07
H (-6.78, -0.09, -1.79)  0.11
H (3.08, 2.82, 5.88)  0.09
H (1.32, 3.37, 4.21)  0.11
N (3.85, -2.34, 2.73)  0.01
H (-5.58, 3.47, -0.45)  0.11
C (4.24, 4.15, -3.79)  -0.56
C (4.74, 4.93, -2.57)  -0.07
N (3.26, -0.46, 1.55)  0.19
C (3.52, 5.14, -4.73)  -0.05
H (2.79, -0.09, 0.74)  0.07
H (3.07, -3.43, 4.35)  0.06
C (-3.44, -2.58, -0.29)  -0.26
N (0.34, -2.18, 3.34)  0.21
C (-4.76, 3.83, 0.15)  -0.03
C (2.82, 0.70, 5.72)  -0.10
H (-3.29, 0.33, -2.82)  0.08
C (2.72, 2.26, -4.45)  -0.04
C (0.09, -3.27, -1.95)  -0.77
C (-4.72, -2.68, -0.97)  -0.09
O (-0.38, -2.48, -1.13)  -0.13
C (-1.84, 2.26, 1.59)  -0.29
H (1.00, -5.00, 4.12)  0.10
O (1.38, 1.39, -0.71)  0.13
C (0.90, 1.30, 3.82)  -0.10
C (0.34, -5.31, 3.33)  -0.02
H (-1.42, 2.37, -2.31)  0.06
C (1.56, 2.34, 4.46)  -0.02
C (-2.63, 4.74, 1.77)  -0.02
N (-0.36, -0.06, 2.47)  0.10
C (-0.68, -7.07, 2.00)  -0.08
O (2.08, -2.38, 1.29)  -0.02
H (3.91, 5.41, -2.05)  0.08
H (2.36, -1.38, 5.34)  0.10
N (-0.79, 2.31, 2.39)  0.21
H (0.69, -7.40, 3.60)  0.09
C (-5.20, -1.36, -1.10)  -0.10
N (-2.33, 2.08, -2.69)  -0.03
C (-2.69, 3.42, 1.36)  -0.10
O (0.47, 0.21, -2.41)  0.08
H (4.19, -0.11, 1.72)  0.10
C (1.68, -3.43, -1.96)  -0.97

Values from the calculation:
- Kohn-Sham gap (alpha / beta): 4.96 / 4.91 eV
- E_LUMO (alpha / beta): 0.0412 / 0.0401 Eh
- Energy above the lowest of the compared OMol25 structures with the same formula, charge and spin: 1.206 eV
- Charge: -1
- HOMO level (alpha / beta): -3.840 / -3.815 eV
- Total energy: -3927.59544 a.u.

4.
Here is C46H39CaF5N6O8 as an isolated structure from the OMol25 dataset. Energies are from the ωB97M-V functional and the def2-TZVPD basis.

Each line ends with the Löwdin charge.
CARTESIAN COORDINATES (ANGSTROEM)
C (3.90, 5.82, 3.15)  -0.07
C (1.30, 2.62, 5.98)  -0.09
H (-2.96, -1.91, 0.48)  0.12
H (-1.30, -7.26, -1.97)  0.09
H (3.74, -1.05, 3.07)  0.10
C (-4.02, -0.43, 1.63)  -0.07
C (2.75, 2.01, -1.13)  -0.04
C (1.14, 2.22, 4.65)  -0.03
H (4.80, -3.17, -0.90)  0.09
H (2.76, -0.90, 1.59)  0.07
H (-4.99, -0.88, 1.49)  0.11
H (-3.26, -3.89, -5.32)  0.12
N (1.73, -1.83, -0.47)  -0.02
O (4.51, -1.02, -2.52)  0.15
C (-1.46, 0.74, 1.95)  -0.05
C (-1.19, -3.03, -2.36)  -0.38
H (-3.93, 2.28, 4.63)  0.10
N (-2.27, -4.86, -3.12)  -0.08
H (5.95, 1.51, 0.91)  0.12
C (-2.90, -1.01, 1.08)  -0.02
C (2.12, -3.59, 1.16)  -0.03
O (2.35, -0.61, -2.77)  0.03
C (-0.66, -6.68, -2.65)  -0.01
O (3.92, 0.74, 2.13)  -0.07
C (-3.88, 0.74, 2.37)  -0.02
C (-0.95, 1.73, -2.21)  -0.06
C (2.95, -2.06, -0.95)  -0.27
H (0.67, -4.15, -1.84)  0.12
C (2.51, 4.07, 3.96)  -0.21
O (-0.61, -1.08, 0.60)  -0.14
H (-4.75, 1.21, 2.81)  0.10
H (0.56, 1.34, 4.43)  0.11
H (3.96, -4.59, 1.01)  0.10
H (-0.75, -7.12, -3.64)  0.09
H (-4.32, -5.14, -3.29)  0.09
C (-2.37, 2.56, -4.04)  -0.16
C (2.06, 3.72, 6.30)  -0.09
H (-0.53, 2.25, 2.84)  0.12
C (-4.58, -2.20, -5.53)  -0.07
N (-0.30, 1.47, 2.23)  0.17
H (-5.06, 0.17, -3.17)  0.11
F (-1.50, 0.41, -4.10)  0.03
H (-4.86, -2.45, -6.54)  0.10
C (-1.64, -0.44, 1.25)  -0.20
C (5.06, 1.66, 0.31)  -0.01
O (-0.98, -1.82, -2.16)  -0.11
C (-5.07, -1.05, -4.93)  -0.08
C (3.85, 1.24, 0.86)  -0.24
C (2.68, 4.45, 5.28)  -0.02
C (-4.69, -0.73, -3.64)  -0.06
C (3.96, 2.42, -1.67)  -0.08
H (3.34, 6.61, 3.65)  0.10
H (1.84, 2.19, -1.69)  0.10
H (2.35, 3.09, 1.70)  0.14
H (-3.07, 3.84, 4.53)  0.10
C (5.12, 2.25, -0.94)  -0.09
O (-2.42, 2.46, 3.23)  -0.10
F (-3.22, 4.76, -4.00)  0.10
C (3.83, -2.98, -0.46)  -0.06
H (0.83, 2.03, 6.76)  0.10
N (1.64, 2.66, 2.27)  0.17
H (3.28, 5.31, 5.53)  0.10
H (2.26, -0.07, 3.08)  0.08
C (-3.46, -5.67, -2.90)  -0.01
C (-3.33, -2.69, -3.55)  -0.19
F (-1.96, 5.22, -1.63)  0.09
H (4.77, 5.55, 3.76)  0.10
C (0.92, 1.67, 1.63)  -0.35
H (1.76, -4.21, 1.98)  0.11
C (-0.34, -4.17, -2.21)  0.09
C (3.11, -0.38, 2.48)  -0.03
C (2.66, 1.43, 0.13)  -0.22
H (-1.17, -3.23, 2.10)  0.11
C (-1.04, -5.25, -2.65)  -0.26
C (-2.63, 1.31, 2.53)  -0.19
F (-0.53, 3.29, -0.46)  0.03
C (0.14, -2.10, 1.26)  -0.32
C (1.72, 2.95, 3.63)  -0.15
H (-3.35, -6.60, -3.46)  0.09
C (3.34, -3.79, 0.62)  -0.09
O (-0.45, -2.65, 2.36)  0.07
C (-1.60, 1.59, -3.41)  -0.27
H (5.07, -1.45, -1.86)  0.10
H (-3.51, -1.29, -1.93)  0.11
H (3.98, 2.87, -2.66)  0.11
H (2.19, 4.02, 7.33)  0.10
C (-2.49, 3.79, -3.43)  -0.15
H (-4.26, 3.40, 3.28)  0.10
C (-3.69, -3.02, -4.84)  -0.02
O (3.08, 4.70, 2.90)  -0.09
F (-2.99, 2.34, -5.21)  0.09
H (-3.61, -5.89, -1.84)  0.10
C (-1.85, 4.02, -2.22)  -0.16
C (-3.49, 3.02, 3.96)  -0.06
C (-3.83, -1.55, -2.93)  -0.01
N (1.35, 1.07, 0.58)  0.09
H (-5.75, -0.40, -5.47)  0.11
Ca (0.34, -0.24, -1.32)  1.40
H (0.36, -6.79, -2.31)  0.09
C (1.28, -2.50, 0.67)  -0.26
C (-1.11, 2.99, -1.66)  -0.27
H (6.08, 2.56, -1.34)  0.10
N (-2.39, -3.50, -2.84)  0.06
H (4.24, 6.18, 2.18)  0.10
C (3.23, -1.17, -2.16)  -0.45

Values from the calculation:
- Kohn-Sham gap: 6.30 eV
- E_LUMO: 0.0089 Eh
- Energy above the lowest of the compared OMol25 structures with the same formula, charge and spin: 0.986 eV
- Charge: 0
- HOMO level: -6.061 eV
- Total energy: -3883.74370 a.u.

| no. | largest force on an atom (hartree/bohr) | molar mass (g mol⁻¹) |
| --- | --- | --- |
| 1 | 0.03102 | 1067.0 |
| 2 | 0.00925 | 1018.0 |
| 3 | 0.02649 | 1126.0 |
| 4 | 0.02386 | 938.9 |